Run A
Computed, not measured: a cluster of 2 separate species, C9H12N2 in total, with ωB97M-V with the def2-TZVPD basis set.

Last column: Löwdin charge in e.
Geometry (Å):
C: 3.26645 0.62696 -0.15031  -0.089
C: 2.38613 0.94032 -1.13070  -0.147
C: 2.72189 -0.28521 0.79301  -0.086
C: 1.11426 0.54078 -1.25311  -0.039
C: 1.44679 -0.85285 0.70654  -0.034
C: 0.60149 -0.45271 -0.37626  -0.329
C: -3.16347 0.30338 -0.81759  -0.056
C: -2.15695 0.58365 -0.01854  -0.160
C: -1.71557 1.20638 1.26576  -0.099
N: -0.92952 -2.14848 -0.10050  0.024
N: -0.57378 -1.00327 -0.73969  -0.029
H: 4.12072 1.15058 -0.04166  0.063
H: 2.73258 1.61681 -1.88079  0.100
H: 3.46823 -0.54090 1.69509  0.138
H: 0.54511 0.86432 -2.11892  0.117
H: 1.10171 -1.62773 1.32868  0.073
H: -3.12444 -0.80779 -1.25348  0.085
H: -4.17140 0.77516 -0.92241  0.059
H: -2.50658 1.96644 1.49819  0.090
H: -0.65609 1.61712 1.30058  0.092
H: -1.83804 0.33544 1.95187  0.084
H: -1.59837 -2.70571 -0.60115  0.081
H: -1.07116 -2.10271 0.86538  0.062

Values from the calculation:
**Lowest unoccupied orbital energy (spin up / spin down)**: -0.21 / 0.60 eV
**Kohn-Sham gap (spin up / spin down)**: 7.065 / 7.845 eV
**HOMO level (spin up / spin down)**: -7.272 / -7.250 eV


Run B
Computed, not measured: a structure of composition C9H12N2, with ωB97M-V with the def2-TZVPD basis set.

Last column: Löwdin charge in e.
Geometry (Å):
C: -1.13431 1.14019 1.25203  -0.197
C: 1.22940 0.56887 2.04258  -0.204
C: 1.29952 -0.85636 2.21014  -0.161
C: 1.79333 -2.03789 2.22526  0.113
C: 0.42542 1.32471 -0.40521  -0.198
C: -0.08838 0.07943 -1.12864  -0.338
C: -0.86395 0.42028 -2.27224  -0.106
C: -0.95308 -0.72789 -3.15081  -0.086
C: -0.65269 -1.75400 -2.20640  -0.122
H: -1.71731 0.31534 0.56755  0.107
H: -1.23684 0.77680 2.48038  0.122
H: -1.94577 2.21160 1.12118  0.147
H: 2.38886 0.86401 1.73820  0.173
H: 0.98934 1.02219 3.10300  0.139
H: 1.86518 -2.98845 2.65588  0.006
H: -0.03355 2.20308 -0.89529  0.097
H: 1.44096 1.71463 -0.91626  0.153
H: -1.24306 1.40642 -2.38463  0.081
H: -1.72703 -1.27553 -3.87654  0.137
H: -0.62977 -2.84241 -2.27606  0.083
H: 0.54036 -1.77794 -0.08513  0.158
N: 0.28493 1.50601 1.10170  -0.182
N: -0.03155 -1.29307 -0.90071  0.080

Values from the calculation:
**Lowest unoccupied orbital energy**: 0.62 eV
**Kohn-Sham gap**: 8.364 eV
**HOMO level**: -7.742 eV


Quick one: least stable of them? run B


Run A
Computed, not measured: a cluster of 2 separate species, C4H13N3O in total, with ωB97M-V with the def2-TZVPD basis set.

Last column: Löwdin charge in e.
Geometry (Å):
C: 0.32751 -1.54198 -0.95561  -0.256
C: 0.39963 -0.79436 0.37545  -0.206
C: 0.88514 0.66243 0.28316  -0.211
N: 3.28440 0.41139 1.86542  0.078
C: 3.31183 0.55078 0.63529  -0.360
N: 2.25920 0.78255 -0.26728  -0.036
N: -0.73978 -1.00317 -1.89081  -0.049
H: 1.27562 -1.32652 -1.61884  0.125
H: 0.08228 -2.59090 -0.92822  0.094
H: 0.96301 -1.38024 1.15582  0.120
H: -0.51909 -0.78864 0.88934  0.082
H: 0.25401 1.30658 -0.27684  0.087
H: 0.95343 1.15737 1.28613  0.116
H: 2.46031 0.38729 2.45487  0.040
H: 4.24284 0.33643 -0.02112  0.133
H: 2.38063 0.33923 -1.19472  0.108
H: -1.75000 -1.18563 -1.51025  0.105
H: -0.69911 -0.00110 -2.00051  0.030
H: -5.75517 1.93868 0.48567  0.059
H: -7.16608 1.49377 0.90463  0.016
O: -6.45061 1.24602 0.32843  -0.075

Values from the calculation:
**Lowest unoccupied orbital energy**: 0.63 eV
**SMILES string**: [H]/N=C\NCCCN.O
**Kohn-Sham gap**: 9.858 eV
**HOMO level**: -9.229 eV


Run B
Computed, not measured: a cluster of 2 separate species, C4H13N3O in total, with ωB97M-V with the def2-TZVPD basis set.

Last column: Löwdin charge in e.
Geometry (Å):
C: 0.34654 1.50295 -1.93788  -0.255
C: 1.19642 0.83586 -0.86287  -0.174
C: 0.50711 -0.25179 -0.19110  -0.421
C: 0.75636 -1.53425 -0.30588  -0.149
N: -0.24930 -2.45639 0.23055  0.015
N: -0.42168 0.29487 0.69544  0.111
N: -0.37051 2.70388 -1.44562  0.009
H: -0.16148 0.71507 -2.35538  0.082
H: 0.91138 1.91038 -2.73597  0.098
H: 2.00998 0.40543 -1.36441  0.089
H: 1.58706 1.66564 -0.16767  0.153
H: 1.53838 -1.97057 -0.96179  0.119
H: -0.91126 -2.38746 -0.51383  0.065
H: 0.23015 -3.36166 0.32065  0.085
H: -0.86457 1.18165 0.46035  0.084
H: -1.09245 -0.47242 0.71825  0.063
H: -1.22304 2.44699 -1.02566  0.026
H: -0.56055 3.35556 -2.20186  0.068
H: -1.11015 -1.04899 2.41142  -0.010
H: -1.28083 -0.22515 3.67171  0.056
O: -1.07759 -1.16594 3.39599  -0.113

Values from the calculation:
**Lowest unoccupied orbital energy**: 0.74 eV
**SMILES string**: N/C=C(\N)CCN.O
**Kohn-Sham gap**: 8.961 eV
**HOMO level**: -8.221 eV


Quick one: least stable of them? run B


Run A
Computed, not measured: a cluster of 2 separate species, C4H13N3O in total, with ωB97M-V with the def2-TZVPD basis set.

Last column: Löwdin charge in e.
Geometry (Å):
C: 1.22231 -0.65957 0.08905  -0.404
C: 1.41575 -1.48410 -1.17425  -0.051
C: 0.69935 0.73743 -0.21510  -0.481
N: 0.29627 1.42243 0.93100  0.108
O: 2.41613 -0.56054 0.85232  -0.024
N: 0.88367 1.22662 -1.37000  0.142
H: 3.11407 -0.24950 0.26385  0.101
H: 0.50686 -1.15442 0.75758  0.138
H: 0.25345 2.42807 0.86753  0.104
H: 0.65982 1.06979 1.80165  0.100
H: 0.58160 2.19465 -1.47632  0.055
H: 1.80246 -2.46570 -0.90999  0.081
H: 0.47163 -1.59423 -1.69810  0.079
H: 2.11433 -0.98032 -1.83972  0.075
C: -2.57288 -0.01507 -0.07918  -0.209
N: -2.38912 0.07745 1.34857  -0.091
H: -1.67961 0.83852 1.52260  0.044
H: -1.95671 -0.77408 1.69496  0.046
H: -3.05899 -0.95385 -0.33879  0.070
H: -3.19636 0.81053 -0.40479  0.063
H: -1.58403 0.08592 -0.62287  0.054

Values from the calculation:
**Lowest unoccupied orbital energy**: 0.79 eV
**SMILES string**: [H]/N=C(\N)[C@@H](C)O.CN
**Kohn-Sham gap**: 9.615 eV
**HOMO level**: -8.824 eV


Run B
Computed, not measured: a cluster of 2 separate species, C4H13N3O in total, with ωB97M-V with the def2-TZVPD basis set.

Last column: Löwdin charge in e.
Geometry (Å):
C: 1.03862 -2.27859 1.26374  -0.189
C: 1.20541 -0.91565 1.05104  -0.373
N: 0.57382 0.12306 1.51585  -0.002
N: 1.97684 -3.16589 0.55427  0.096
H: 0.28208 -2.77366 1.84162  0.076
H: 2.02820 -0.68184 0.34843  0.103
H: 0.58462 1.59608 0.36865  0.015
H: -0.11446 -0.14398 2.21154  0.037
H: 1.54592 -3.78249 -0.14030  0.149
H: 2.54575 -3.74684 1.17531  0.148
H: 2.63268 -2.56087 0.05334  0.142
C: -0.93314 2.27234 -0.63580  -0.302
O: 0.43813 2.29040 -0.31865  -0.117
C: -1.31745 1.06150 -1.47993  -0.282
N: -2.78569 0.94780 -1.53391  -0.022
H: -1.55214 2.26180 0.27297  0.109
H: -1.15446 3.19189 -1.17349  0.110
H: -0.96194 1.18583 -2.50097  0.106
H: -0.84198 0.18578 -1.03392  0.088
H: -3.04502 0.13366 -2.07858  0.052
H: -3.14328 0.78758 -0.59688  0.056

Values from the calculation:
**Lowest unoccupied orbital energy**: -0.27 eV
**Kohn-Sham gap**: 6.953 eV
**HOMO level**: -7.219 eV


Run C
Computed, not measured: a cluster of 2 separate species, C4H13N3O in total, with ωB97M-V with the def2-TZVPD basis set.

Last column: Löwdin charge in e.
Geometry (Å):
C: -1.24991 0.95270 -2.39711  -0.123
N: 0.54912 -1.17808 -2.84808  0.015
C: 0.42069 -0.50052 -1.57467  -0.246
N: -0.37376 0.48657 -1.31347  -0.016
H: -1.43403 2.01363 -2.29931  0.067
H: -2.16474 0.38424 -2.30725  0.075
H: -0.86680 0.74559 -3.40230  0.063
H: 1.54889 -1.15391 -3.19376  0.103
H: 0.40930 -2.16426 -2.73231  0.059
H: 1.07673 -0.90915 -0.86321  0.083
C: 1.03777 0.41851 2.30444  -0.272
O: 1.90089 -0.53008 2.89638  -0.077
C: -0.32915 -0.27817 2.12499  -0.264
N: -1.27768 0.68873 1.54934  -0.007
H: 0.93647 1.26948 2.85870  0.076
H: 1.41308 0.69891 1.26609  0.123
H: 2.75464 -0.11391 3.01402  0.077
H: -0.23494 -1.16030 1.47587  0.099
H: -0.71331 -0.59663 3.11771  0.119
H: -2.17225 0.37895 1.79113  0.029
H: -1.23105 0.54769 0.53279  0.017

Values from the calculation:
**Lowest unoccupied orbital energy**: 0.71 eV
**SMILES string**: C/N=C\N.NCCO
**Kohn-Sham gap**: 9.738 eV
**HOMO level**: -9.032 eV


Run D
Computed, not measured: a cluster of 2 separate species, C4H13N3O in total, with ωB97M-V with the def2-TZVPD basis set.

Last column: Löwdin charge in e.
Geometry (Å):
C: -1.14223 0.35460 -1.83054  -0.304
C: 0.23886 -0.31332 -1.85583  -0.184
C: 0.76231 -0.64085 -0.44460  -0.220
N: 2.16732 -0.48579 2.14238  0.068
C: 1.86548 0.51214 1.42216  -0.353
N: 1.33333 0.55378 0.16075  -0.014
N: -2.22546 -0.43761 -1.29806  0.000
H: -1.11386 1.30046 -1.29048  0.103
H: -1.35415 0.65377 -2.86686  0.104
H: 0.92548 0.40621 -2.30869  0.107
H: 0.27271 -1.21092 -2.47342  0.107
H: -0.06268 -1.01728 0.15795  0.101
H: 1.55628 -1.37022 -0.52706  0.111
H: 1.89212 -1.36911 1.70616  0.022
H: 2.09594 1.49596 1.81139  0.105
H: 0.89158 1.42942 -0.06446  0.114
H: -2.22204 -1.38646 -1.63760  0.069
H: -2.21588 -0.39193 -0.28659  0.021
H: -2.72740 0.85186 1.36301  0.043
H: -2.10016 -0.04820 2.43573  0.065
O: -1.87519 0.52419 1.67424  -0.066

Values from the calculation:
**Lowest unoccupied orbital energy**: 0.57 eV
**SMILES string**: [H]/N=C\NCCCN.O
**Kohn-Sham gap**: 9.451 eV
**HOMO level**: -8.877 eV


Quick one: least stable of them? run B


Run A
Computed, not measured: a cluster of 3 separate species, C4H13N3O in total, with ωB97M-V with the def2-TZVPD basis set.

Last column: Löwdin charge in e.
Geometry (Å):
C: 0.42733 2.38757 0.45304  -0.289
C: 0.73102 0.97681 0.85807  -0.178
C: -0.16397 -0.08102 0.25519  -0.418
C: -0.87470 -0.88933 1.11829  -0.152
N: -1.70060 -1.94399 0.62350  0.005
N: -0.15705 -0.14621 -1.12056  0.005
N: 0.59509 2.54974 -0.96236  0.078
H: -0.56355 2.73939 0.82581  0.155
H: 1.18729 3.08202 0.92615  -0.020
H: 0.74926 0.91214 1.89945  0.084
H: 1.80290 0.75873 0.43859  0.163
H: -0.72656 -0.78003 2.18617  0.095
H: -2.42081 -2.26389 1.34111  0.098
H: -1.10022 -2.78970 0.34757  0.094
H: 0.06994 3.32316 -1.28847  0.070
H: -1.02957 -0.49511 -1.46973  0.032
H: 0.22598 1.67842 -1.40336  0.057
H: 1.77472 3.54211 1.41853  0.210
H: 1.57373 -2.95733 -1.47290  0.008
H: 0.57488 -1.86375 -1.18783  -0.029
O: 0.75023 -2.80839 -1.05658  -0.068

Values from the calculation:
**Lowest unoccupied orbital energy**: -2.35 eV
**Kohn-Sham gap**: 4.273 eV
**HOMO level**: -6.626 eV


Run B
Computed, not measured: a cluster of 2 separate species, C4H13N3O in total, with ωB97M-V with the def2-TZVPD basis set.

Last column: Löwdin charge in e.
Geometry (Å):
C: -1.69264 0.61348 0.56575  -0.333
C: -2.06296 -0.32430 1.70920  -0.091
O: -1.85578 0.01311 -0.69457  -0.109
H: -1.20837 -0.71604 -0.74084  0.051
H: -2.34450 1.48852 0.55893  0.110
H: -0.56240 0.85843 0.64092  0.109
H: -3.05906 -0.74168 1.55967  0.073
H: -2.04832 0.21343 2.65372  0.068
H: -1.34753 -1.14264 1.76639  0.061
C: 1.30142 -0.35714 -0.35367  -0.479
N: 2.15088 0.25005 0.60236  0.091
N: 1.03685 -1.73373 -0.10923  0.073
N: 1.02305 1.58676 -1.79372  0.035
C: 0.94235 0.21220 -1.52298  -0.220
H: 1.84226 -2.26580 0.16368  0.069
H: 0.59784 -2.19076 -0.89678  0.082
H: 2.69671 -0.42772 1.12727  0.080
H: 2.75535 0.97752 0.26245  0.076
H: 0.19478 1.93066 -2.25883  0.076
H: 1.18907 2.12190 -0.94732  0.066
H: 0.45099 -0.36626 -2.29240  0.111

Values from the calculation:
**Lowest unoccupied orbital energy**: 0.81 eV
**SMILES string**: NC=C(N)N.CCO
**Kohn-Sham gap**: 7.853 eV
**HOMO level**: -7.038 eV


Quick one: least stable of them? run A


Run A
Computed, not measured: a cluster of 2 separate species, C3H6N4O in total, with ωB97M-V with the def2-TZVPD basis set.

Last column: Löwdin charge in e.
Geometry (Å):
C: 1.44031 -0.77783 0.45065  -0.720
C: -0.33173 0.29362 -0.42312  -0.196
C: -2.70670 1.00967 0.20043  -0.284
H: 3.21607 -1.21199 -0.84123  0.285
H: 2.84484 0.76028 0.27958  0.188
H: 0.51304 -2.24912 1.20547  0.040
H: 0.28060 0.11435 -1.26723  0.107
H: -1.77393 1.18754 -1.55920  0.154
H: -2.54052 0.32229 1.20657  0.182
N: 2.43318 -0.23632 -0.21501  0.006
N: 1.49654 -2.00949 0.92610  0.076
N: 0.24712 0.03289 0.71779  0.100
N: -1.56545 0.88773 -0.59600  0.051
O: -3.55336 1.87639 -0.08483  0.010

Values from the calculation:
**Lowest unoccupied orbital energy**: 0.03 eV
**Kohn-Sham gap**: 9.401 eV
**HOMO level**: -9.373 eV


Run B
Computed, not measured: a cluster of 2 separate species, C3H6N4O in total, with ωB97M-V with the def2-TZVPD basis set.

Last column: Löwdin charge in e.
Geometry (Å):
C: -2.05583 -1.11125 -0.17643  -0.131
C: 1.57954 -0.79580 -0.03141  -0.552
C: 0.60971 1.60806 -0.12403  -0.220
H: -2.70217 -1.18476 1.36452  0.208
H: -2.79571 -1.08274 -1.14515  0.068
H: 0.14594 -1.65886 1.31091  0.210
H: 2.30410 0.90133 -1.01210  0.087
H: 0.92331 2.69786 -0.55167  0.156
H: -1.03535 2.15761 0.56355  0.019
N: -0.80735 -0.91827 -0.77328  -0.031
N: 0.19279 -1.06042 0.31581  -0.085
N: 1.53798 0.50999 -0.55642  0.092
N: -0.40398 1.42838 0.60342  0.076
O: 2.50702 -1.49114 0.21227  0.102

Values from the calculation:
**Lowest unoccupied orbital energy**: 0.02 eV
**Kohn-Sham gap**: 8.827 eV
**HOMO level**: -8.811 eV


Run C
Computed, not measured: a structure of composition C3H6N4O, with ωB97M-V with the def2-TZVPD basis set.

Last column: Löwdin charge in e.
Geometry (Å):
C: 2.04052 -0.03029 0.43005  -0.078
C: -2.12021 -0.61516 0.12027  -0.130
C: -0.38727 0.85303 -0.46781  -0.456
H: 1.26408 -0.11512 1.61481  0.176
H: 2.83147 -0.98403 0.57041  0.106
H: 2.53349 1.08978 0.35967  0.106
H: -1.21390 -1.96459 -0.91398  0.103
H: -3.01500 -0.94653 0.89368  0.182
H: -0.60346 2.66613 -0.18298  0.000
N: -0.00210 -0.44481 -0.78547  -0.107
N: -0.94968 -1.31257 -0.23825  0.018
N: -1.81440 0.65662 -0.12688  0.077
N: 0.04287 2.04455 -0.48796  0.145
O: 1.39358 -0.89699 -0.78555  -0.141

Values from the calculation:
**Lowest unoccupied orbital energy**: 0.39 eV
**Kohn-Sham gap**: 9.103 eV
**HOMO level**: -8.714 eV


Run D
Computed, not measured: a structure of composition C3H6N4O, with ωB97M-V with the def2-TZVPD basis set.

Last column: Löwdin charge in e.
Geometry (Å):
C: 1.88303 0.45259 -0.06325  -0.110
C: 0.85898 1.43425 -0.07183  -0.072
C: -0.36832 0.77037 -0.38659  -0.358
H: -1.90116 -1.25128 0.42890  0.286
H: 0.42691 -1.42708 1.57601  0.210
H: 1.23025 -1.72772 -0.13510  0.156
H: 3.16487 0.44256 0.32191  0.206
H: 1.20572 2.54166 0.11345  0.128
H: -3.41751 0.37030 -0.39397  0.174
N: -0.35239 -1.47828 0.19242  -0.107
N: -0.01103 -0.52310 -0.71814  -0.237
N: 1.32263 -0.67926 -0.59977  -0.092
N: -1.60128 1.13043 0.06712  0.061
O: -2.44071 -0.05544 -0.33116  -0.245

Values from the calculation:
**Lowest unoccupied orbital energy**: 0.02 eV
**Kohn-Sham gap**: 7.611 eV
**HOMO level**: -7.587 eV


Quick one: least stable of them? run D